# 1
ORCA calculation (ωB97M-V/def2-TZVPD) on a molecular structure, C20H23CeCl3O.

Max |F| (eV/A): 4.02
E_HOMO (alpha / beta) (hartree): -0.023 / -0.024
E_LUMO (alpha / beta) (eV): 4.65 / 4.65
Energy above the lowest of the compared OMol25 structures with the same formula, charge and spin (kJ/mol): 136.5
Electronic energy (eV): -73659.0727
Charge: -2
Kohn-Sham gap (alpha / beta) (hartree): 0.195 / 0.195

Element x y z (Å)
Cl1 -3.13 -1.09 0.28
C1 -1.33 -0.54 3.57
C2 -1.01 0.59 -2.86
C3 0.01 0.11 5.50
H1 3.90 2.48 4.72
H2 -3.41 -0.79 -4.22
H3 -3.82 0.31 -2.94
H4 1.37 -2.95 -1.61
C4 -1.12 -0.51 5.00
H5 2.42 0.67 -2.33
H6 2.12 2.48 -0.50
C5 2.93 1.77 2.89
H7 -1.87 1.95 -4.29
H8 -0.88 2.77 -3.08
C6 -3.29 -0.62 -3.15
Cl2 0.36 -2.28 1.01
C7 0.81 0.57 3.20
H9 1.66 1.17 1.25
C8 1.80 1.16 2.35
H10 2.45 -1.67 -2.07
H11 -0.79 -3.79 -2.03
H12 3.74 2.13 2.24
H13 -2.47 2.18 -2.65
Ce1 -0.67 -0.35 -0.33
C9 1.55 -2.20 -2.40
C10 0.38 -1.27 -2.52
O1 2.21 1.50 -0.45
H14 2.25 1.43 6.23
C11 1.50 1.11 -2.73
C12 3.05 1.94 4.30
H15 1.78 -2.73 -3.33
C13 -1.57 1.93 -3.23
H16 -2.40 -3.15 -1.75
C14 0.37 0.17 -2.70
H17 -2.24 -0.95 3.14
H18 1.72 1.54 -3.73
H19 -1.85 -3.50 -3.39
C15 2.11 1.36 5.15
C16 -1.83 -0.57 -2.79
H20 -3.83 -1.42 -2.66
C17 0.99 0.67 4.65
C18 -1.00 -1.71 -2.53
C19 -1.53 -3.10 -2.42
H21 1.25 1.95 -2.04
Cl3 -0.73 2.14 0.21
C20 -0.34 -0.07 2.79
H22 -1.83 -0.96 5.69
H23 0.21 0.17 6.57

Results of the Löwdin charge analysis, in e, for atoms 1 through 5: atom 1 (Cl): 0.03, atom 2 (C): -0.15, atom 3 (C): -0.31, atom 4 (C): -0.10, atom 5 (H): 0.07

---

# 2
ORCA calculation (ωB97M-V/def2-TZVPD) on a molecular structure, C20H23ClN2O4.

Max |F| (eV/A): 13.80
E_HOMO (hartree): -0.321
E_LUMO (eV): -0.68
Energy above the lowest of the compared OMol25 structures with the same formula, charge and spin (kJ/mol): 1593.6
Electronic energy (eV): -44790.8017
Kohn-Sham gap (hartree): 0.297

Element x y z (Å)
H1 -1.30 -0.53 -4.62
C1 2.37 0.53 2.62
H2 2.10 1.16 3.20
C2 -1.29 -0.35 1.72
C3 -0.61 -1.01 -3.92
H3 3.86 1.45 1.54
H4 -1.53 0.19 -0.32
C4 -4.20 1.27 3.45
C5 -5.17 1.10 2.72
C6 -4.88 0.40 1.46
O1 -0.24 1.79 2.24
C7 -0.25 -1.49 -0.42
C8 -2.85 0.88 3.17
H5 2.03 -3.19 -4.04
N1 1.17 -0.25 2.43
C9 0.78 -2.34 -2.28
O2 3.65 0.74 -0.89
Cl1 -6.67 1.77 3.07
H6 3.98 2.00 -2.27
H7 2.96 -0.27 3.14
H8 1.88 0.54 -2.90
H9 -3.62 -0.34 0.10
C10 2.91 1.43 1.37
H10 3.84 -0.59 0.66
H11 -1.86 -0.14 -2.47
H12 -2.12 0.85 3.93
C11 1.87 1.36 -2.20
O3 0.40 -2.10 0.61
C12 3.07 0.25 0.23
C13 -0.91 -0.74 -2.65
H13 1.05 -1.14 1.96
C14 -3.84 -0.01 1.00
N2 -1.16 -0.68 0.08
H14 -4.20 1.82 4.56
H15 2.20 -0.21 -0.30
C15 -2.56 0.23 2.14
C16 1.23 -2.44 -3.56
H16 1.45 -2.97 -0.60
H17 1.61 2.26 -2.78
H18 -5.94 0.29 0.63
H19 3.05 2.74 -0.88
O4 1.73 -3.25 -1.46
H20 2.23 1.94 0.96
H21 -1.15 -1.62 2.25
H22 0.49 -1.77 -5.59
C17 0.43 -1.63 -4.31
C18 -0.17 -1.64 -1.74
C19 -0.14 0.63 2.08
C20 3.13 1.81 -1.54
H23 1.19 1.26 -1.61

Results of the Löwdin charge analysis, in e, for atoms 1 through 5: atom 1 (H): 0.13, atom 2 (C): -0.18, atom 3 (H): -0.01, atom 4 (C): -0.09, atom 5 (C): -0.19

---

# 3
ORCA calculation (ωB97M-V/def2-TZVPD) on a single C20H23FN2O2S molecule.

Max |F| (eV/A): 0.67
E_HOMO (hartree): -0.324
E_LUMO (eV): 0.41
Energy above the lowest of the compared OMol25 structures with the same formula, charge and spin (kJ/mol): 8.8
Electronic energy (eV): -41742.6676
Kohn-Sham gap (hartree): 0.339

Element x y z (Å)
H1 -0.69 -0.73 0.30
H2 -4.09 0.29 -2.41
C1 2.71 -1.66 -1.36
H3 -6.74 -3.24 -0.28
H4 -3.57 2.52 -1.08
H5 4.48 2.62 -0.94
H6 2.73 1.04 -1.63
H7 2.06 -1.23 -2.13
H8 -7.51 -2.14 0.87
H9 -5.45 -1.91 -2.10
H10 -6.04 -2.99 1.33
H11 1.70 1.06 3.23
H12 5.18 -2.23 -0.35
H13 -2.33 1.34 1.32
N1 -2.38 1.74 0.40
C2 2.05 -0.22 1.58
C3 1.89 -1.94 -0.09
H14 0.82 1.87 -0.22
O1 -1.31 2.17 -1.54
H15 3.11 -2.60 -1.73
H16 2.27 1.86 1.78
N2 1.39 -0.73 0.51
H17 2.53 -2.42 0.65
H18 -0.54 0.80 2.29
C4 5.01 -1.17 -0.49
C5 0.14 1.47 1.77
C6 -6.55 -2.50 0.50
C7 -5.75 -1.38 -0.05
C8 5.82 1.09 -0.27
H19 -0.07 2.50 2.08
H20 1.04 -2.60 -0.33
C9 -4.46 0.73 -0.35
C10 -3.71 2.00 -0.13
C11 4.64 1.56 -0.81
H21 -4.24 2.65 0.57
C12 1.57 1.10 2.15
C13 0.19 -0.17 -0.07
C14 0.02 1.31 0.26
C15 -4.54 -0.02 -1.48
H22 6.61 1.77 0.04
F1 7.15 -0.74 0.39
C16 3.82 -0.70 -1.03
H23 0.23 -0.30 -1.16
C17 -1.28 1.79 -0.39
O2 3.02 -0.78 2.06
C18 -5.28 -1.21 -1.31
C19 3.65 0.67 -1.19
S1 -5.28 -0.06 0.97
C20 5.99 -0.27 -0.12

Results of the Löwdin charge analysis, in e, for atoms 1 through 5: atom 1 (H): 0.14, atom 2 (H): 0.12, atom 3 (C): -0.11, atom 4 (H): 0.08, atom 5 (H): 0.13

---

# 4
ORCA calculation (ωB97M-V/def2-TZVPD) on a molecular structure, C20H23N3O2.

Max |F| (eV/A): 16.04
E_HOMO (hartree): -0.284
E_LUMO (eV): -0.88
Energy above the lowest of the compared OMol25 structures with the same formula, charge and spin (kJ/mol): 1888.9
Electronic energy (eV): -29660.9016
Kohn-Sham gap (hartree): 0.252

Element x y z (Å)
H1 2.90 -2.66 -2.13
C1 3.03 0.51 -0.64
C2 -6.39 1.80 0.03
H2 2.96 -3.76 -0.78
C3 6.57 0.74 0.57
N1 -4.47 0.62 0.75
H3 -5.54 1.84 2.08
C4 2.24 -3.17 -1.44
H4 7.85 2.55 0.31
H5 5.54 -1.39 1.85
C5 6.79 2.18 -0.05
C6 2.62 -0.82 0.25
C7 -0.61 -1.53 0.05
C8 3.56 -1.40 1.04
C9 4.77 2.19 -0.98
H6 -0.91 -3.29 -1.21
O1 -6.47 1.28 -1.15
C10 -3.60 0.09 1.61
N2 1.38 -1.35 -0.06
H7 -5.78 2.88 -0.08
H8 -3.77 0.33 2.61
H9 -4.71 1.81 -1.73
H10 -5.29 -0.92 -0.21
C11 5.92 2.94 -0.77
H11 -1.53 -0.47 2.18
C12 1.30 -2.40 -0.80
C13 4.86 -0.85 1.00
C14 -0.06 -2.48 -0.74
C15 -4.51 -0.12 -0.53
H12 2.32 1.11 -1.08
H13 3.90 2.83 -1.46
C16 -5.22 0.92 -1.68
C17 -5.73 0.99 1.12
H14 -4.12 -1.14 1.82
H15 -7.38 2.23 0.62
H16 -3.48 -0.46 -0.81
C18 -2.16 0.00 1.04
C19 4.28 1.07 -0.43
H17 -1.75 0.77 0.76
H18 7.35 0.52 1.26
H19 6.24 3.65 -1.38
H20 1.87 -4.00 -2.14
N3 0.36 -0.88 0.27
O2 -2.01 -1.24 0.61
H21 -5.45 0.24 -2.68
H22 3.37 -2.44 1.45
C20 5.28 0.46 0.54
H23 -6.32 0.19 1.15

Results of the Löwdin charge analysis, in e, for atoms 1 through 5: atom 1 (H): 0.09, atom 2 (C): 0.14, atom 3 (C): -0.34, atom 4 (H): 0.11, atom 5 (C): -0.01